Computed, not measured: the molecule C10H10O3S at a distorted geometry, with ωB97M-V with the def2-TZVPD basis set.

Calculated values
- Energy relative to the best compared isomer or geometry (same formula, charge and spin): 95.9 kcal per mole
- Molar mass: 210.3 g/mol
- Gap between HOMO and LUMO: 8.5 eV

Each line ends with the natural charge from an NBO analysis.
CARTESIAN COORDINATES (ANGSTROEM)
C 3.362 1.450 -0.261  -0.20
C 3.329 0.439 0.768  -0.24
C 2.288 1.802 -0.959  -0.20
C 2.253 -0.231 0.953  -0.17
C 0.880 1.350 -0.611  0.03
C 0.985 0.047 0.313  -0.15
C -0.218 -0.558 0.489  0.11
C -1.506 -0.594 0.297  -0.07
C -2.401 0.456 0.951  -0.10
C -2.101 -1.665 -0.527  -0.64
O 0.304 2.333 0.222  -0.72
O -1.931 2.453 -0.982  -0.92
O -1.797 1.597 1.391  -0.70
S -1.296 2.771 0.227  1.80
H 4.235 1.983 -0.374  0.21
H 4.299 0.298 1.307  0.22
H 2.384 2.594 -1.791  0.21
H 2.275 -1.089 1.659  0.21
H 0.044 1.007 -1.402  0.23
H -3.242 0.442 0.171  0.19
H -2.897 -0.032 1.818  0.21
H -1.922 -1.531 -1.659  0.23
H -3.222 -1.637 -0.396  0.21
H -1.584 -2.492 -0.159  0.24